Record 1
This record from OMol25 describes C24H36N5O2PdS3 as an isolated structure. The level of theory is ωB97M-V/def2-TZVPD.

Results
- gap between HOMO and LUMO (alpha / beta) (eV) = 5.6 / 2.9
- highest occupied orbital energy (alpha / beta) (eV) = -15.772 / -15.771
- 2S+1 = 5
- net charge = +3
- expectation value of S² = 6.066

Atoms and positions in Å:
Pd (-0.243, 1.128, -1.856)
C (-2.428, -3.556, -4.092)
S (-3.291, -1.999, -4.120)
C (-2.137, -0.804, -3.639)
S (-0.486, -1.135, -3.323)
N (-2.694, 0.408, -3.661)
N (-1.893, 1.373, -3.201)
C (-1.992, 2.524, -3.810)
C (-0.910, 3.463, -3.635)
C (-0.922, 4.701, -4.257)
C (0.208, 5.512, -4.161)
C (1.300, 5.039, -3.465)
C (1.236, 3.779, -2.854)
N (0.167, 3.008, -2.929)
H (-3.146, -4.287, -4.463)
H (-2.134, -3.799, -3.069)
H (-1.548, -3.516, -4.735)
H (-2.806, 2.703, -4.507)
H (-1.790, 5.019, -4.819)
H (0.230, 6.482, -4.638)
H (2.208, 5.619, -3.382)
H (2.081, 3.397, -2.295)
C (0.259, -4.681, 4.009)
C (1.128, -3.635, 3.328)
N (1.581, -4.038, 1.999)
C (2.600, -5.100, 1.922)
C (2.046, -6.405, 1.378)
C (1.254, -3.443, 0.844)
O (1.789, -3.688, -0.229)
C (0.106, -2.448, 0.776)
C (-1.108, -2.496, 1.444)
C (-2.116, -1.593, 1.101)
C (-1.885, -0.670, 0.105)
N (-0.715, -0.631, -0.557)
C (0.244, -1.501, -0.234)
H (-0.076, -4.318, 4.980)
H (0.812, -5.604, 4.177)
H (-0.618, -4.932, 3.408)
H (2.021, -3.447, 3.928)
H (0.617, -2.675, 3.254)
H (2.987, -5.225, 2.933)
H (3.415, -4.737, 1.295)
H (1.262, -6.801, 2.023)
H (2.840, -7.148, 1.316)
H (1.646, -6.266, 0.375)
H (-1.296, -3.241, 2.205)
H (-3.071, -1.610, 1.606)
H (-2.625, 0.072, -0.168)
H (1.155, -1.505, -0.822)
C (2.734, 1.113, 0.250)
C (2.543, 2.082, 1.410)
C (1.074, 2.270, 1.775)
S (0.244, 3.156, 0.424)
O (-0.883, 2.227, -0.102)
C (-0.616, 4.530, 1.226)
C (-1.890, 4.175, 1.980)
C (-1.707, 3.326, 3.228)
H (3.741, 1.163, -0.160)
H (2.044, 1.346, -0.584)
H (2.544, 0.084, 0.555)
H (3.000, 3.049, 1.192)
H (3.057, 1.705, 2.296)
H (0.925, 2.818, 2.702)
H (0.549, 1.314, 1.855)
H (-0.827, 5.226, 0.412)
H (0.155, 4.982, 1.858)
H (-2.577, 3.689, 1.285)
H (-2.350, 5.130, 2.241)
H (-1.402, 2.305, 2.988)
H (-2.648, 3.259, 3.771)
H (-0.972, 3.758, 3.909)

These are the Löwdin partial charges, in e, on atoms 1 to 6: 0.94, -0.30, 1.20, -0.97, 0.91, 0.00


Record 2
This record from OMol25 describes a 6-piece molecular cluster, C24H36O18 overall. The level of theory is ωB97M-V/def2-TZVPD.

Results
- gap between HOMO and LUMO (eV) = 10.3
- highest occupied orbital energy (eV) = -10.298
- SMILES string = C[C@H]1COC(=O)O1.C[C@H]1COC(=O)O1.C[C@H]1COC(=O)O1.C[C@H]1COC(=O)O1.C[C@H]1COC(=O)O1.C[C@H]1COC(=O)O1
- energy relative to the best compared isomer or geometry (same formula, charge and spin) (kcal/mol) = 131.8

Atoms and positions in Å:
C (3.037, -4.203, -4.419)
C (1.814, -4.631, -5.324)
C (2.036, -4.949, -6.768)
O (2.128, -6.343, -6.840)
C (1.710, -6.864, -5.711)
O (1.574, -8.007, -5.434)
O (1.318, -5.889, -4.906)
H (3.683, -5.076, -4.329)
H (2.626, -3.777, -3.504)
H (3.441, -3.362, -4.982)
H (0.935, -3.992, -5.243)
H (3.042, -4.572, -6.954)
H (1.295, -4.568, -7.470)
C (-8.951, 4.556, -2.164)
C (-7.854, 5.497, -1.439)
C (-6.689, 5.648, -2.356)
O (-6.372, 6.943, -2.299)
C (-7.454, 7.631, -1.882)
O (-7.588, 8.900, -1.872)
O (-8.231, 6.814, -1.316)
H (-8.649, 3.654, -2.696)
H (-9.532, 5.152, -2.868)
H (-9.717, 4.359, -1.414)
H (-7.512, 5.114, -0.477)
H (-6.835, 5.317, -3.385)
H (-5.871, 5.058, -1.943)
C (5.672, -1.836, 4.198)
C (5.779, -1.827, 2.590)
C (7.188, -2.254, 2.098)
O (6.807, -3.355, 1.346)
C (5.537, -3.566, 1.186)
O (5.070, -4.380, 0.453)
O (4.874, -2.645, 1.908)
H (4.776, -1.244, 4.382)
H (6.499, -1.440, 4.787)
H (5.567, -2.865, 4.541)
H (5.598, -0.783, 2.334)
H (7.678, -2.523, 3.034)
H (7.499, -1.281, 1.718)
C (0.785, -0.791, 9.404)
C (0.754, -2.138, 8.691)
C (-0.480, -2.926, 9.026)
O (-0.886, -3.450, 7.739)
C (-0.166, -2.811, 6.800)
O (-0.424, -3.060, 5.636)
O (0.763, -1.964, 7.285)
H (1.816, -0.509, 9.191)
H (0.694, -1.089, 10.448)
H (0.023, -0.033, 9.221)
H (1.636, -2.743, 8.900)
H (-1.261, -2.206, 9.273)
H (-0.395, -3.649, 9.836)
C (0.502, -0.623, -0.435)
C (-0.914, -1.135, -0.300)
C (-1.516, -1.138, 1.054)
O (-2.659, -0.324, 0.849)
C (-2.739, 0.125, -0.371)
O (-3.630, 0.872, -0.619)
O (-1.681, -0.232, -1.050)
H (0.920, 0.036, 0.326)
H (0.614, -0.262, -1.457)
H (1.265, -1.389, -0.297)
H (-1.025, -2.146, -0.691)
H (-0.901, -0.719, 1.851)
H (-1.911, -2.109, 1.353)
C (1.995, 4.557, -3.927)
C (0.659, 3.925, -3.631)
C (-0.229, 4.759, -2.711)
O (-1.485, 4.900, -3.457)
C (-1.264, 4.457, -4.652)
O (-2.103, 4.353, -5.540)
O (-0.034, 4.134, -4.846)
H (2.506, 3.994, -4.708)
H (2.542, 4.491, -2.986)
H (1.916, 5.630, -4.105)
H (0.546, 2.859, -3.434)
H (0.205, 5.728, -2.465)
H (-0.365, 4.211, -1.778)

These are the Löwdin partial charges, in e, on atoms 1 to 6: 0.02, -0.31, -0.11, 0.10, -0.63, 0.17


Record 3
This record from OMol25 describes C24H37BiIN5O as an isolated structure. The level of theory is ωB97M-V/def2-TZVPD.

Results
- gap between HOMO and LUMO (alpha / beta) (eV) = 3.1 / 1.6
- highest occupied orbital energy (alpha / beta) (eV) = 1.279 / 2.832
- net charge = -2
- energy relative to the best compared isomer or geometry (same formula, charge and spin) (kcal/mol) = 0.0

Atoms and positions in Å:
C (-2.102, -0.221, -3.871)
I (0.874, 1.159, -4.216)
H (-3.024, -0.770, -4.094)
H (-1.274, -0.721, -4.374)
H (-2.187, 0.797, -4.251)
C (0.640, 4.086, 0.354)
C (-0.531, 4.333, -0.258)
N (-0.829, 3.210, -1.022)
C (0.095, 2.225, -0.824)
N (1.033, 2.810, -0.027)
H (1.231, 4.686, 1.022)
H (-1.165, 5.202, -0.254)
C (2.549, -3.656, -3.255)
C (1.064, -2.089, -2.552)
N (2.376, -2.354, -2.795)
H (1.008, -5.166, -3.691)
N (0.417, -3.221, -2.963)
H (3.524, -4.058, -3.458)
Bi (0.194, -0.086, -1.466)
C (-1.918, -0.215, -2.358)
O (-2.797, -0.317, -1.506)
C (1.327, -4.193, -3.367)
C (-1.016, -3.444, -2.979)
H (-1.189, -4.527, -3.022)
H (-1.482, -2.986, -3.864)
H (-1.494, -3.045, -2.072)
C (3.485, -1.456, -2.559)
H (4.369, -1.884, -3.048)
H (3.706, -1.365, -1.480)
H (3.268, -0.465, -2.980)
C (2.263, 2.202, 0.426)
H (3.099, 2.906, 0.290)
H (2.448, 1.285, -0.152)
H (2.202, 1.939, 1.494)
C (-2.012, 3.126, -1.855)
H (-1.744, 2.824, -2.878)
H (-2.475, 4.123, -1.872)
H (-2.743, 2.418, -1.437)
C (0.141, 1.905, 5.248)
C (-0.450, 1.573, 3.904)
C (-1.570, 2.269, 3.445)
C (-2.162, 1.956, 2.215)
C (-3.338, 2.761, 1.751)
C (-1.655, 0.904, 1.465)
C (-0.502, 0.184, 1.874)
C (0.091, 0.563, 3.114)
N (0.004, -0.802, 1.060)
C (0.633, -2.024, 1.617)
C (2.128, -1.809, 1.839)
C (-0.028, -2.502, 2.907)
C (0.471, -3.152, 0.605)
H (0.393, 2.971, 5.324)
H (-0.564, 1.680, 6.061)
H (1.053, 1.326, 5.426)
H (-1.990, 3.067, 4.061)
H (-4.141, 2.752, 2.502)
H (-3.064, 3.815, 1.601)
H (-3.744, 2.371, 0.813)
H (-2.135, 0.609, 0.522)
H (0.990, 0.045, 3.456)
H (2.320, -1.074, 2.626)
H (2.585, -2.764, 2.132)
H (2.621, -1.468, 0.919)
H (-1.098, -2.652, 2.737)
H (0.413, -3.464, 3.199)
H (0.097, -1.797, 3.731)
H (-0.586, -3.363, 0.403)
H (0.955, -2.908, -0.347)
H (0.942, -4.061, 1.001)

These are the natural (NBO) partial charges, in e, on atoms 1 to 6: -0.73, -0.91, 0.18, 0.22, 0.20, -0.10


Record 4
This record from OMol25 describes a 7-piece molecular cluster, C24H37F16N2O14S3 overall. The level of theory is ωB97M-V/def2-TZVPD.

Results
- gap between HOMO and LUMO (eV) = 6.2
- highest occupied orbital energy (eV) = -4.391
- net charge = -1
- energy relative to the best compared isomer or geometry (same formula, charge and spin) (kcal/mol) = 76.6

Atoms and positions in Å:
N (-0.001, 0.476, -0.589)
O (0.656, -0.120, -1.400)
O (0.430, 0.526, 0.543)
O (-1.002, 1.095, -0.899)
O (-8.050, 1.951, -0.390)
S (-7.656, 0.970, -1.426)
O (-8.480, -0.234, -1.728)
O (-7.251, 1.792, -2.765)
C (-5.912, 2.207, -2.984)
C (-5.386, 1.338, -4.148)
C (-6.058, 0.277, -0.776)
H (-5.170, 2.192, -2.186)
H (-5.918, 3.227, -3.367)
H (-5.499, 0.312, -3.797)
H (-4.329, 1.466, -4.381)
H (-5.956, 1.546, -5.054)
H (-5.399, -0.104, -1.557)
H (-6.371, -0.426, -0.005)
H (-5.521, 1.028, -0.198)
O (5.388, 1.904, 4.968)
S (6.058, 0.648, 4.664)
O (7.443, 0.766, 4.162)
O (6.214, -0.253, 6.038)
C (5.125, -0.280, 6.924)
C (4.510, -1.639, 7.081)
C (5.143, -0.490, 3.621)
H (4.370, 0.450, 6.629)
H (5.489, 0.066, 7.891)
H (3.852, -1.724, 6.216)
H (3.741, -1.586, 7.851)
H (5.237, -2.445, 7.192)
H (4.202, -0.761, 4.100)
H (5.711, -1.389, 3.381)
H (4.808, 0.047, 2.734)
O (-5.312, 9.418, 5.199)
S (-4.248, 9.106, 4.265)
O (-3.038, 8.347, 4.620)
O (-4.987, 8.344, 2.982)
C (-4.177, 7.635, 2.024)
C (-4.733, 6.302, 1.681)
C (-3.793, 10.693, 3.364)
H (-3.175, 7.515, 2.436)
H (-3.985, 8.280, 1.167)
H (-4.043, 5.628, 1.173)
H (-5.572, 6.342, 0.986)
H (-5.166, 5.724, 2.497)
H (-3.258, 10.527, 2.429)
H (-3.167, 11.244, 4.066)
H (-4.701, 11.292, 3.289)
N (-1.021, -3.427, -8.287)
C (0.031, -3.983, -8.816)
C (1.344, -3.650, -8.556)
C (1.597, -2.844, -7.511)
C (0.541, -2.291, -6.806)
C (-0.695, -2.479, -7.299)
H (-0.025, -4.778, -9.544)
H (2.166, -4.129, -9.067)
H (2.635, -2.587, -7.356)
H (0.760, -1.596, -6.008)
H (-1.520, -2.049, -6.751)
C (-2.983, -3.102, 5.581)
C (-2.069, -3.672, 4.557)
C (-2.430, -3.065, 3.147)
F (-1.774, -3.535, 2.117)
F (-3.655, -3.119, 2.649)
F (-0.820, -3.362, 4.836)
F (-2.121, -5.005, 4.550)
O (-2.886, -1.710, 5.705)
C (-4.113, -1.014, 5.785)
C (-3.890, 0.569, 5.595)
F (-3.014, 0.819, 4.584)
F (-4.975, 1.369, 5.646)
F (-5.109, -1.354, 4.947)
F (-4.551, -1.251, 7.013)
H (-2.696, -3.331, 6.607)
H (-4.009, -3.454, 5.475)
H (-2.154, -2.020, 3.285)
H (-3.287, 0.925, 6.430)
C (8.010, -4.680, -5.426)
C (8.148, -4.197, -6.854)
C (8.290, -2.632, -6.896)
F (9.310, -2.192, -6.199)
F (8.288, -2.002, -8.100)
F (9.151, -4.763, -7.419)
F (7.104, -4.606, -7.609)
O (6.992, -3.854, -4.737)
C (6.412, -4.490, -3.610)
C (5.352, -3.657, -2.897)
F (4.787, -4.385, -1.843)
F (5.826, -2.423, -2.571)
F (5.847, -5.634, -3.856)
F (7.439, -4.780, -2.794)
H (8.992, -4.608, -4.959)
H (7.743, -5.735, -5.360)
H (7.485, -2.081, -6.410)
H (4.479, -3.387, -3.492)

These are the Löwdin partial charges, in e, on atoms 1 to 6: -0.75, -0.07, -0.09, -0.09, -0.33, 0.70


no.,calculated total energy (eV)
1,-72973.3015
2,-62323.6123
3,-48921.7946
4,-133110.8382